(1)
66
Properties=species:S:1:pos:R:3:nbo_charge:R:1 method="wB97M-V/def2-TZVPD" fmax_ev_per_a=6.861 homo_energy_ev=-4.64 total_charge=-2 lumo_ev=4.0 gap_ha=0.3188 e_tot_ev=-124417.3634 multiplicity=1
C 0.87 1.53 -0.40 0.80
F 1.55 2.62 -0.88 -0.33
F 0.43 1.88 0.79 -0.31
F -0.20 1.33 -1.20 -0.31
S 1.86 -0.16 -0.30 2.10
O 1.95 -0.58 -1.72 -0.93
O 3.16 0.21 0.30 -0.88
N 0.82 -1.20 0.55 -1.19
S 1.78 -1.96 1.48 2.17
O 2.85 -2.72 0.82 -0.96
O 2.20 -1.23 2.72 -0.96
C 0.74 -3.46 2.16 0.78
F -0.23 -3.04 3.01 -0.30
F 0.19 -4.07 1.06 -0.32
F 1.55 -4.30 2.80 -0.32
C -4.77 -0.76 -2.80 0.76
F -5.53 0.04 -3.56 -0.31
F -5.50 -1.26 -1.80 -0.32
F -4.33 -1.80 -3.47 -0.31
S -3.31 0.26 -2.09 2.08
O -2.08 -0.38 -2.46 -0.93
O -3.41 1.62 -2.63 -0.93
N -3.51 0.13 -0.31 -1.00
S -4.58 1.31 -0.05 2.11
O -5.48 1.72 -1.12 -0.94
O -5.28 0.92 1.19 -0.96
C -3.51 2.91 0.52 0.76
F -2.51 2.59 1.39 -0.34
F -2.92 3.49 -0.50 -0.32
F -4.36 3.77 1.06 -0.33
O 0.14 0.62 -4.29 -0.96
H -0.23 0.82 -3.43 0.49
H 1.04 0.92 -4.25 0.47
O -1.20 5.04 2.39 -0.96
H -0.95 4.33 1.80 0.49
H -1.68 4.61 3.09 0.47
O -1.39 -2.21 -0.51 -0.94
H -1.22 -2.67 -1.33 0.46
H -0.52 -1.96 -0.19 0.47
O 2.25 2.93 -3.87 -0.93
H 1.72 3.52 -3.34 0.46
H 2.01 3.14 -4.78 0.47
O 3.28 3.10 1.16 -0.96
H 3.24 2.70 2.03 0.48
H 2.58 3.75 1.17 0.47
O 2.30 1.86 3.29 -0.95
H 3.16 1.45 3.37 0.47
H 1.68 1.13 3.24 0.50
O -1.46 -0.59 1.83 -0.93
H -1.21 -0.01 2.55 0.45
H -0.63 -0.84 1.43 0.46
O 0.68 5.06 -0.27 -0.94
H -0.09 5.63 -0.31 0.47
H 0.77 4.72 -1.16 0.47
O 3.38 -0.46 -4.38 -0.96
H 3.21 -0.58 -3.44 0.50
H 3.22 -1.32 -4.77 0.46
O 2.16 -7.01 2.70 -0.95
H 2.66 -6.32 3.14 0.47
H 2.18 -6.77 1.77 0.48
O -1.87 -4.67 4.63 -0.93
H -1.12 -5.20 4.87 0.46
H -2.04 -4.89 3.71 0.47
O 5.15 -3.47 -0.76 -0.95
H 4.95 -2.81 -0.10 0.49
H 5.38 -2.96 -1.54 0.46

=====

(2)
39
Properties=species:S:1:pos:R:3:nbo_charge:R:1 method="wB97M-V/def2-TZVPD" fmax_ev_per_a=1.126 homo_energy_ev=-9.60 lumo_ev=0.2 gap_ha=0.3610 smiles="NC[C@H](CO)NC=O.O.O.O.O.O.O.O" e_tot_ev=-25947.0357 multiplicity=1
O -0.30 -2.79 -0.40 -0.70
C -0.97 -2.12 -1.18 0.58
N -1.33 -0.85 -0.92 -0.62
C -0.83 -0.05 0.19 -0.09
C -0.89 -0.79 1.52 -0.07
O -0.77 0.15 2.61 -0.77
C 0.59 0.44 -0.11 -0.24
N 0.97 1.50 0.85 -0.90
H -1.44 -2.55 -2.07 0.15
H -1.73 -0.29 -1.66 0.44
H -1.50 0.80 0.28 0.21
H -1.85 -1.28 1.64 0.19
H -0.11 -1.54 1.63 0.20
H -0.05 0.76 2.38 0.50
H 1.30 -0.36 0.03 0.20
H 0.68 0.76 -1.15 0.20
H 1.91 1.81 0.66 0.37
H 0.37 2.31 0.74 0.39
H 1.35 -1.29 -2.90 0.51
H 0.29 -0.19 -3.31 0.47
O 0.44 -1.15 -3.27 -0.99
H 3.52 -1.96 -2.57 0.48
H 2.80 -1.82 -1.19 0.51
O 2.94 -1.38 -2.08 -1.00
H 2.38 -0.15 2.12 0.49
H 1.89 -1.17 3.17 0.49
O 2.57 -1.03 2.49 -0.95
H -3.39 1.83 2.38 0.48
H -1.88 1.45 2.48 0.50
O -2.50 2.18 2.27 -0.99
H 1.44 -2.76 0.14 0.51
H 2.57 -2.15 1.06 0.50
O 2.41 -2.69 0.27 -1.00
H -1.65 2.16 -1.48 0.51
H -2.01 2.18 -2.99 0.48
O -1.72 1.60 -2.28 -1.00
H -1.85 4.21 -0.08 0.49
H -2.03 2.93 0.78 0.52
O -1.63 3.27 -0.05 -1.01

=====

(3)
41
Properties=species:S:1:pos:R:3:nbo_charge:R:1 method="wB97M-V/def2-TZVPD" fmax_ev_per_a=0.729 homo_energy_ev=-6.98 total_charge=-1 lumo_ev=2.8 gap_ha=0.3608 e_tot_ev=-30602.8195 multiplicity=1
O 1.48 0.54 -2.91 -0.60
C 1.20 1.47 -2.19 0.48
C 0.07 1.43 -1.20 -0.16
C 0.67 0.99 0.18 -0.54
C -0.09 1.68 1.32 0.81
O 0.13 2.88 1.55 -0.71
O -0.92 0.97 2.00 -0.85
N -0.99 0.57 -1.72 -0.87
H 1.78 2.40 -2.23 0.16
H -0.36 2.45 -1.08 0.23
H 0.61 -0.09 0.27 0.23
H 1.72 1.29 0.23 0.24
H -1.80 0.56 -1.11 0.39
H -0.67 -0.39 -1.77 0.38
H 1.09 3.67 0.30 0.51
H 1.87 4.95 -0.12 0.46
O 1.61 4.08 -0.44 -1.01
H -1.23 1.10 -3.65 0.49
H -0.18 0.58 -4.59 0.47
O -0.93 1.20 -4.58 -0.98
H 0.43 -2.67 2.22 0.50
H 0.08 -3.31 0.89 0.50
O 0.81 -3.29 1.55 -1.02
H -0.47 -2.60 -1.05 0.51
H -1.62 -2.14 -0.05 0.50
O -1.08 -2.91 -0.33 -1.02
H -1.26 0.21 4.68 0.46
H -1.36 1.37 3.71 0.50
O -1.53 1.14 4.66 -0.99
H 1.58 -2.06 -1.37 0.50
H 1.03 -1.12 -2.47 0.49
O 0.86 -2.00 -2.05 -1.03
H -1.86 -0.03 1.19 0.51
H -3.31 -0.64 0.97 0.48
O -2.41 -0.69 0.66 -1.03
H -1.48 -1.82 2.43 0.48
H -0.61 -0.61 2.66 0.51
O -0.71 -1.55 2.94 -0.99
H 1.98 -2.50 0.64 0.51
H 3.24 -2.92 -0.13 0.47
O 2.63 -2.18 -0.05 -0.99

=====

(4)
39
Properties=species:S:1:pos:R:3:nbo_charge:R:1 method="wB97M-V/def2-TZVPD" fmax_ev_per_a=4.297 homo_energy_ev=-4.42 total_charge=-1 lumo_ev=2.7 gap_ha=0.2631 e_tot_ev=-35293.7812 multiplicity=1
C -0.79 -0.41 -0.99 -0.23
N 0.10 -0.17 0.15 -0.66
C -0.37 0.14 1.41 0.57
O 0.41 0.15 2.36 -0.70
C -0.42 0.46 -2.20 -0.42
C 1.02 0.34 -2.66 -0.52
S 1.60 -1.39 -2.85 -0.60
H -0.69 -1.43 -1.31 0.21
H -1.84 -0.26 -0.74 0.20
H 1.05 -0.48 0.05 0.43
H -1.38 0.41 1.54 0.15
H -1.09 0.20 -2.97 0.20
H -0.63 1.51 -1.95 0.19
H 1.20 0.81 -3.62 0.21
H 1.71 0.88 -1.96 0.20
H -0.57 -1.97 2.73 0.49
H -0.42 -2.68 1.32 0.52
O -1.08 -2.28 1.97 -1.02
H 3.63 -1.84 -0.17 0.48
H 2.45 -1.50 -1.21 0.45
O 2.73 -1.53 -0.18 -1.07
H 0.81 1.97 -0.40 0.46
H 1.92 2.19 0.52 0.50
O 1.26 2.66 -0.01 -0.98
H 0.47 -3.43 -0.55 0.49
H 1.58 -2.70 0.20 0.51
O 0.82 -3.32 0.38 -0.99
H 2.98 0.18 0.85 0.49
H 1.96 0.71 1.94 0.51
O 2.80 0.94 1.38 -1.02
H -3.86 -1.10 1.89 0.48
H -2.46 -1.44 1.34 0.51
O -3.21 -0.90 1.14 -1.00
H -2.93 1.95 -0.61 0.48
H -3.02 1.02 0.65 0.51
O -2.86 1.92 0.34 -0.97
H -0.20 3.47 0.64 0.48
H -1.63 3.11 0.72 0.47
O -1.01 3.81 0.86 -0.99

=====

Which value of multiplicity does entry 2 give? 1

=====

What is the multiplicity in the second record? 1

=====

What did the third record say?
41
Properties=species:S:1:pos:R:3:nbo_charge:R:1 method="wB97M-V/def2-TZVPD" fmax_ev_per_a=0.729 homo_energy_ev=-6.98 total_charge=-1 lumo_ev=2.8 gap_ha=0.3608 e_tot_ev=-30602.8195 multiplicity=1
O 1.48 0.54 -2.91 -0.60
C 1.20 1.47 -2.19 0.48
C 0.07 1.43 -1.20 -0.16
C 0.67 0.99 0.18 -0.54
C -0.09 1.68 1.32 0.81
O 0.13 2.88 1.55 -0.71
O -0.92 0.97 2.00 -0.85
N -0.99 0.57 -1.72 -0.87
H 1.78 2.40 -2.23 0.16
H -0.36 2.45 -1.08 0.23
H 0.61 -0.09 0.27 0.23
H 1.72 1.29 0.23 0.24
H -1.80 0.56 -1.11 0.39
H -0.67 -0.39 -1.77 0.38
H 1.09 3.67 0.30 0.51
H 1.87 4.95 -0.12 0.46
O 1.61 4.08 -0.44 -1.01
H -1.23 1.10 -3.65 0.49
H -0.18 0.58 -4.59 0.47
O -0.93 1.20 -4.58 -0.98
H 0.43 -2.67 2.22 0.50
H 0.08 -3.31 0.89 0.50
O 0.81 -3.29 1.55 -1.02
H -0.47 -2.60 -1.05 0.51
H -1.62 -2.14 -0.05 0.50
O -1.08 -2.91 -0.33 -1.02
H -1.26 0.21 4.68 0.46
H -1.36 1.37 3.71 0.50
O -1.53 1.14 4.66 -0.99
H 1.58 -2.06 -1.37 0.50
H 1.03 -1.12 -2.47 0.49
O 0.86 -2.00 -2.05 -1.03
H -1.86 -0.03 1.19 0.51
H -3.31 -0.64 0.97 0.48
O -2.41 -0.69 0.66 -1.03
H -1.48 -1.82 2.43 0.48
H -0.61 -0.61 2.66 0.51
O -0.71 -1.55 2.94 -0.99
H 1.98 -2.50 0.64 0.51
H 3.24 -2.92 -0.13 0.47
O 2.63 -2.18 -0.05 -0.99